Entry from OMol25: the molecule C4H9NO (wB97M-V/def2-TZVPD).

Each line ends with the natural charge from an NBO analysis.
Atoms and positions in Å:
C 0.48 0.15 1.53  -0.408
C -0.07 -0.08 0.32  -0.003
C 0.29 0.71 -0.94  -0.261
N 1.22 1.78 -0.51  -0.844
C -1.05 -1.23 0.18  -0.088
O -0.51 -2.07 -0.79  -0.718
H 1.27 0.86 1.79  0.214
H 0.25 -0.55 2.39  0.190
H 0.74 -0.04 -1.63  0.227
H -0.67 1.08 -1.42  0.175
H 0.78 2.44 0.15  0.359
H 1.55 2.37 -1.30  0.362
H -2.01 -0.81 -0.14  0.154
H -1.25 -1.66 1.20  0.166
H -1.04 -2.96 -0.82  0.476

Calculated values
* calculated total energy: -7830.053 eV
* net charge: 0
* orbital gap: 10.0 eV
* SMILES: C=C(CN)CO


Entry from OMol25: a cluster of 2 separate species, C4H9NO in total (wB97M-V/def2-TZVPD).

Each line ends with the natural charge from an NBO analysis.
Atoms and positions in Å:
C 1.48 1.16 -0.21  -0.677
C 0.55 0.37 -1.08  -0.162
C -1.84 -0.30 -0.07  -0.386
N -1.24 -0.72 1.09  -0.514
C -0.01 -1.24 1.04  0.337
O 0.51 -1.36 -0.11  -0.577
H 1.94 1.96 -0.81  0.227
H 0.96 1.65 0.62  0.211
H 2.29 0.55 0.20  0.218
H 1.03 -0.23 -1.84  0.191
H -0.29 0.94 -1.46  0.201
H -1.72 -0.97 -0.91  0.201
H -2.80 0.18 0.07  0.183
H -1.62 -0.43 1.98  0.404
H 0.52 -1.40 1.98  0.146

Calculated values
* calculated total energy: -7827.435 eV
* net charge: 0
* orbital gap (spin up / spin down): 7.7 / 7.3 eV


Entry from OMol25: the molecule C4H9NO (wB97M-V/def2-TZVPD).

Each line ends with the natural charge from an NBO analysis.
Atoms and positions in Å:
C -0.40 1.44 0.84  -0.597
C 0.30 0.50 -0.14  -0.326
C 1.41 -0.33 0.48  -0.883
C -0.49 -0.72 -0.42  0.706
O -0.92 -1.52 0.55  -0.710
N -0.83 -1.09 -1.65  -0.751
H -0.69 0.90 1.75  0.213
H -1.29 1.92 0.42  0.203
H 0.31 2.22 1.14  0.221
H 0.52 1.04 -1.07  0.190
H -0.09 -1.41 1.13  0.519
H 2.22 -0.55 -0.21  0.194
H 1.77 0.09 1.42  0.199
H -0.66 -0.48 -2.43  0.408
H -1.16 -2.03 -1.82  0.412

Calculated values
* calculated total energy: -7828.852 eV
* net charge: 0
* orbital gap: 7.3 eV